# 1
Molecular formula: C4H9O2
Method: DFT, ωB97M-V with the def2-TZVPD basis set

```
15
Properties=species:S:1:pos:R:3:mulliken_charge:R:1
C 0.04 0.30 -2.56 -0.904
C -0.58 -0.09 -1.23 -0.641
H -0.48 1.18 -2.93 0.266
H 1.09 0.58 -2.45 0.284
H -0.01 -0.49 -3.31 0.276
H -0.04 -0.81 -0.62 0.137
H -1.60 -0.46 -1.32 0.289
H -0.72 0.76 -0.55 0.261
C 0.47 -0.76 2.00 -0.877
C 0.15 0.72 2.34 0.609
O 1.09 1.35 2.89 -0.744
O -0.98 1.15 2.01 -0.716
H 0.85 -1.35 2.84 0.341
H 1.20 -0.86 1.20 0.156
H -0.47 -1.21 1.68 0.263
```

Computed properties:
energy above the lowest of the compared OMol25 structures with the same formula, charge and spin = 20.8 kJ/mol
charge = -1
HOMO energy = -3.758 eV
E = -8390.27593 eV
spin multiplicity = 1

# 2
Molecular formula: C8H12LaN2P
Method: DFT, ωB97M-V with the def2-TZVPD basis set

```
24
Properties=species:S:1:pos:R:3:mulliken_charge:R:1
C -0.56 0.78 -2.44 -0.139
C -1.23 1.96 -2.77 -0.904
C -0.39 3.09 -2.54 -0.253
C 0.88 2.67 -2.06 -0.890
C 0.93 1.28 -1.94 -0.027
La 0.75 -2.14 -0.70 0.913
P -0.86 -3.38 1.28 -0.224
H -0.89 -0.26 -2.55 0.165
H -2.26 2.01 -3.13 0.354
H -0.68 4.12 -2.72 0.384
H 1.76 0.64 -1.65 0.153
H 1.71 3.34 -1.82 0.351
H -0.33 -3.76 2.55 0.080
H -1.19 -4.72 0.86 0.082
H -2.16 -3.05 1.76 0.071
N -0.44 -0.25 2.22 0.096
C 0.73 0.04 2.89 -0.369
C 1.76 -0.23 2.05 -0.212
N 1.23 -0.78 0.88 -0.007
C -0.13 -0.77 1.00 -0.902
H -1.37 -0.21 2.63 0.252
H 0.74 0.46 3.88 0.393
H 2.82 -0.13 2.16 0.403
H -0.82 -0.68 0.13 0.231
```

Computed properties:
HOMO energy (spin up / spin down) = -5.195 / -5.226 eV
E = -21610.55365 eV
spin multiplicity = 1

# 3
Molecular formula: C3H3N2O3
Method: DFT, ωB97M-V with the def2-TZVPD basis set

```
11
Properties=species:S:1:pos:R:3:mulliken_charge:R:1
C 0.37 1.55 -0.14 -0.181
C -0.42 0.49 0.07 0.281
C -1.79 -0.11 0.17 0.400
N 0.64 -1.99 0.53 -0.374
N 0.92 -1.10 -0.19 -0.182
O -1.94 -1.26 -0.25 -0.670
O -2.62 0.62 0.66 -0.676
O 1.70 1.56 -0.37 -0.576
H -0.09 2.48 -0.24 0.412
H 1.22 -2.91 0.46 0.168
H 2.01 0.68 -0.69 0.397
```

Computed properties:
energy above the lowest of the compared OMol25 structures with the same formula, charge and spin = 455.9 kJ/mol
charge = -1
HOMO energy = -3.407 eV
E = -12279.43932 eV
spin multiplicity = 1

# 4
Molecular formula: C29H31MoN6O6S4
Method: DFT, ωB97M-V with the def2-TZVPD basis set

```
77
Properties=species:S:1:pos:R:3:mulliken_spin:R:1
Mo 0.25 -0.10 -0.45 1.952
O 5.89 -2.22 1.03 0.005
C 4.69 -1.75 0.66 0.018
C 4.32 -1.55 -0.67 -0.008
C 3.06 -1.09 -0.93 0.048
N 2.19 -0.87 0.05 -0.007
C 2.56 -0.96 1.33 0.060
C 3.80 -1.40 1.68 -0.008
C 1.52 -0.39 2.25 -0.009
O 1.64 -0.34 3.45 0.011
O 0.48 0.08 1.59 -0.012
C 2.57 -0.58 -2.27 -0.002
O 3.27 -0.62 -3.25 0.006
O 1.39 -0.01 -2.18 -0.012
H 6.43 -2.43 0.25 0.000
H 5.01 -1.71 -1.49 0.000
H 4.09 -1.47 2.72 0.000
C -2.69 4.86 -0.66 -0.002
C -2.04 4.08 0.29 0.008
C -1.55 2.83 -0.06 0.053
C -1.73 2.34 -1.34 -0.024
C -2.39 3.11 -2.29 -0.009
C -2.86 4.37 -1.95 0.001
N -1.23 1.03 -1.64 -0.061
N -1.68 0.49 -2.66 0.038
C -1.32 -0.84 -2.83 0.016
C -1.72 -1.47 -4.01 0.003
C -1.44 -2.81 -4.17 0.006
C -0.78 -3.50 -3.16 0.003
C -0.36 -2.86 -2.00 0.007
C -0.61 -1.51 -1.82 -0.081
H -3.07 5.84 -0.39 0.000
H -1.90 4.46 1.29 0.001
H -1.03 2.23 0.68 -0.010
H -2.52 2.72 -3.29 0.000
H -3.38 4.96 -2.69 0.000
H -2.25 -0.90 -4.76 -0.001
H -1.74 -3.32 -5.08 0.001
H -0.58 -4.56 -3.29 0.000
H 0.16 -3.42 -1.23 -0.008
O 1.36 1.81 -0.23 0.016
S 1.50 2.77 -1.43 -0.004
C 1.73 4.40 -0.71 0.001
C 2.51 5.12 -1.80 0.000
C 3.64 4.17 -2.27 0.001
C 3.24 2.72 -1.94 0.004
H 2.30 4.26 0.21 -0.001
H 0.76 4.84 -0.48 0.000
H 2.90 6.07 -1.44 0.000
H 1.84 5.35 -2.63 0.000
H 4.57 4.41 -1.75 0.000
H 3.82 4.29 -3.33 0.000
H 3.76 2.33 -1.07 0.000
H 3.34 2.02 -2.76 0.000
S 0.68 -3.39 1.46 0.013
C -0.64 -4.25 2.03 0.002
N -0.61 -5.18 3.00 0.000
C -1.88 -5.87 3.15 0.000
C -2.84 -4.90 2.44 0.000
N -1.91 -4.15 1.60 -0.002
H 0.27 -5.53 3.35 0.000
H -2.14 -6.02 4.19 0.000
H -1.86 -6.85 2.65 0.000
H -3.35 -4.24 3.15 0.000
H -3.58 -5.42 1.84 0.000
H -2.18 -3.36 1.03 -0.001
S -2.08 -0.90 0.37 -0.038
C -2.60 -0.20 1.83 0.019
N -1.88 0.36 2.77 0.008
C -2.60 0.97 3.88 -0.001
C -3.94 0.26 3.95 -0.001
S -4.29 -0.24 2.23 0.004
H -0.87 0.44 2.62 -0.003
H -2.72 2.04 3.69 0.001
H -2.03 0.84 4.80 0.000
H -4.74 0.90 4.30 0.000
H -3.90 -0.64 4.57 0.000
```

Computed properties:
charge = +1
HOMO energy (spin up / spin down) = -10.270 / -10.328 eV
E = -96995.94230 eV
spin multiplicity = 3

# 5
Molecular formula: C2H3O3S
Method: DFT, ωB97M-V with the def2-TZVPD basis set

```
9
Properties=species:S:1:pos:R:3:mulliken_charge:R:1
C -0.21 -0.27 -0.14 -0.810
C 1.06 0.00 0.04 0.024
O 3.25 1.39 -0.01 -0.629
O 3.93 -0.76 0.87 -0.592
O 1.97 -0.72 -0.66 -0.361
S 3.56 -0.04 -0.35 0.493
H -0.92 0.23 0.47 0.278
H -0.58 -1.23 -0.53 0.243
H 1.21 0.94 0.44 0.354
```

Computed properties:
energy above the lowest of the compared OMol25 structures with the same formula, charge and spin = 157.5 kJ/mol
charge = -1
HOMO energy = -4.354 eV
E = -19100.61982 eV
spin multiplicity = 1

# 6
Molecular formula: C14H27NO4P
Method: DFT, ωB97M-V with the def2-TZVPD basis set

```
47
Properties=species:S:1:pos:R:3:mulliken_charge:R:1
C 1.18 -3.48 3.49 -1.111
C 1.14 -2.15 2.60 -0.039
C 0.03 -1.07 3.03 -0.797
N -1.34 -1.63 3.23 0.287
C -1.82 -1.69 4.60 0.058
C -3.24 -2.21 5.00 -0.588
C -4.24 -2.68 3.88 -0.167
C -3.67 -2.61 2.41 -0.555
C -2.23 -2.07 2.18 0.126
H 0.54 -4.33 3.04 0.280
H 2.27 -3.88 3.43 0.345
H 0.94 -3.33 4.59 0.263
H 2.17 -1.63 2.74 0.383
H 1.10 -2.44 1.48 0.109
H -0.05 -0.32 2.15 0.258
H 0.40 -0.43 3.91 0.386
H -1.15 -1.33 5.45 0.353
H -3.62 -2.24 6.07 0.327
H -5.30 -3.05 4.11 0.373
H -4.33 -2.92 1.53 0.348
H -1.87 -2.00 1.10 0.371
O 0.22 -0.19 -3.04 -0.710
P 0.18 1.18 -2.35 1.178
O 0.94 1.99 -3.58 -0.360
C 0.44 1.90 -4.91 -0.334
C -0.73 2.82 -5.13 -0.946
O 1.49 0.88 -1.36 -0.378
C 1.63 -0.41 -0.78 -0.093
C 2.67 -1.22 -1.54 -1.234
O 0.01 2.66 -1.52 -0.465
C 1.04 3.65 -1.49 -0.001
C 0.63 4.83 -2.36 -1.124
H 0.17 0.87 -5.16 0.331
H 1.26 2.18 -5.59 0.290
H -1.52 2.65 -4.38 0.256
H -1.16 2.68 -6.12 0.393
H -0.42 3.87 -5.03 0.198
H 0.67 -0.93 -0.76 0.221
H 1.95 -0.28 0.26 0.241
H 2.54 -1.15 -2.62 0.314
H 2.63 -2.27 -1.25 0.342
H 3.67 -0.84 -1.32 0.344
H 2.01 3.25 -1.80 0.247
H 1.14 3.97 -0.45 0.420
H -0.40 4.74 -2.71 0.242
H 1.28 4.91 -3.23 0.263
H 0.71 5.77 -1.80 0.355
```

Computed properties:
charge = +1
HOMO energy = -11.831 eV
E = -33912.89956 eV
spin multiplicity = 1

# 7
Molecular formula: C4H5N3
Method: DFT, ωB97M-V with the def2-TZVPD basis set

```
12
Properties=species:S:1:pos:R:3:mulliken_charge:R:1
H 1.43 1.81 -1.15 0.239
N 0.69 1.30 -0.68 -0.526
C 0.42 0.21 -1.26 0.047
C -0.61 -0.75 -0.68 -0.667
N -1.41 -0.07 0.32 -0.447
C -0.82 0.25 1.40 0.029
C 0.52 -0.18 1.78 0.324
N 1.56 -0.60 2.07 -0.388
H 0.91 -0.14 -2.18 0.375
H -1.27 -1.11 -1.47 0.347
H -0.07 -1.61 -0.28 0.310
H -1.34 0.88 2.12 0.357
```

Computed properties:
energy above the lowest of the compared OMol25 structures with the same formula, charge and spin = 220.7 kJ/mol
HOMO energy = -10.357 eV
E = -8697.52511 eV
spin multiplicity = 1

# 8
Molecular formula: C3H9N2O
Method: DFT, ωB97M-V with the def2-TZVPD basis set

```
15
Properties=species:S:1:pos:R:3:mulliken_charge:R:1
C 1.74 1.08 -0.05 -1.163
C 0.63 0.08 -0.57 -0.116
N -0.65 0.63 -0.10 -0.086
N -1.92 0.25 0.05 0.624
C -2.27 -1.11 0.04 -0.751
O -2.73 1.15 0.23 -0.462
H 2.06 0.82 1.02 0.303
H 2.59 1.10 -0.62 0.394
H 1.42 2.12 0.02 0.348
H 0.50 0.04 -1.62 0.339
H 0.82 -1.00 -0.16 0.293
H -0.84 1.57 0.06 0.269
H -2.41 -1.61 -1.02 0.338
H -3.20 -1.25 0.60 0.333
H -1.49 -1.68 0.53 0.336
```

Computed properties:
energy above the lowest of the compared OMol25 structures with the same formula, charge and spin = 496.4 kJ/mol
charge = +1
HOMO energy = -16.047 eV
E = -8273.92891 eV
spin multiplicity = 1